(1)
Molecular formula: C9H26N4NaO7S
Method: DFT, the ωB97M-V functional and the def2-TZVPD basis

Element x y z (Å)
1 Na 0.5015 -0.1781 0.2119
2 S 1.9116 2.0268 -1.1914
3 O 2.5406 0.8379 -0.6933
4 O 1.8762 1.9058 -2.6235
5 O 0.5586 2.0956 -0.6044
6 O 2.7662 3.1815 -0.8653
7 C -0.2555 -1.1729 -2.5221
8 C 0.2887 -2.4693 -1.9866
9 C 0.7718 -3.3459 -3.1909
10 O -0.3765 -4.0091 -3.8031
11 C -0.1156 -5.0795 -4.6420
12 N 1.3288 -2.1465 -1.0341
13 H -0.6734 -0.5186 -1.7570
14 H -0.9583 -1.3199 -3.3422
15 H 0.5381 -0.5546 -2.9416
16 H -0.3482 -3.1158 -1.3828
17 H 1.5098 -4.0360 -2.7820
18 H 1.2679 -2.6422 -3.8594
19 H -1.0634 -5.5923 -4.8051
20 H 0.6394 -5.8211 -4.3810
21 H 0.0785 -4.7668 -5.6680
22 H 1.9530 -1.7122 -1.6989
23 H 1.7239 -2.9778 -0.6181
24 C 2.4032 2.3202 2.3534
25 C 1.0565 2.3297 2.9583
26 C 0.5933 3.6199 3.5627
27 O -0.7814 3.3985 4.0982
28 C -1.3453 4.5638 4.7815
29 N 0.1943 1.6918 1.9872
30 H 2.6129 2.7933 1.3940
31 H 2.5404 1.2927 2.0166
32 H 3.1876 2.4235 3.1032
33 H 1.1082 1.6928 3.8414
34 H 0.4453 4.4302 2.8487
35 H 1.2607 4.0006 4.3358
36 H -1.4996 5.3960 4.0947
37 H -0.7294 4.9302 5.6029
38 H -2.3642 4.3151 5.0783
39 H 0.3323 2.1689 1.1077
40 H -0.7301 1.8349 2.3681
41 C -2.6493 -1.3900 0.3632
42 O -1.7203 -1.3013 1.1820
43 N -3.1699 -2.5535 0.0616
44 N -3.2247 -0.4374 -0.2921
45 H -3.9386 -2.5369 -0.5933
46 H -2.8794 -3.4130 0.5054
47 H -3.0026 0.4994 0.0132
48 H -4.1636 -0.6586 -0.5914

Net charge   -1
Total energy   -1664.79001 a.u.
Energy above the lowest of the compared OMol25 structures with the same formula, charge and spin   196.6 kJ/mol
Strongest force on any atom   4.74 eV/A

(2)
Molecular formula: C9H26N9O4
Method: DFT, the ωB97M-V functional and the def2-TZVPD basis

Element x y z (Å)
1 C -1.6855 2.4219 -2.9305
2 C -0.9862 1.5081 -1.9445
3 O 0.4440 1.7502 -1.9904
4 N 1.0098 0.9902 -0.9604
5 C 2.3658 0.8900 -0.8770
6 N 2.9354 -0.3629 -1.2552
7 C 3.5767 -0.8700 0.0082
8 C 4.7351 0.0973 0.2706
9 C 4.2738 1.5491 0.4060
10 N 3.0905 1.8977 -0.4534
11 H -2.6993 2.0233 -3.0927
12 H -1.1258 2.5336 -3.8613
13 H -1.8199 3.4018 -2.4634
14 H -1.1378 0.4492 -2.1995
15 H -1.3337 1.6825 -0.9178
16 H 0.4677 0.4523 -0.2961
17 H 3.6494 -0.2077 -1.9676
18 H 2.8239 -0.7155 0.7943
19 H 3.8697 -1.9164 -0.0412
20 H 5.4337 -0.0218 -0.5675
21 H 5.2940 -0.1740 1.1731
22 H 4.0760 1.8073 1.4484
23 H 5.1231 2.1663 0.0957
24 H 2.4585 2.4368 0.1396
25 C -5.2418 0.5684 -1.9613
26 O -4.5952 1.6035 -1.8786
27 N -6.5845 0.5286 -1.7483
28 N -4.6682 -0.6310 -2.2739
29 H -7.1338 -0.3078 -1.8113
30 H -7.0380 1.3937 -1.5170
31 H -3.6789 -0.6339 -2.4389
32 H -5.1754 -1.4951 -2.3487
33 C -3.2162 -3.8225 -0.4292
34 O -3.5929 -3.9622 -1.5798
35 N -3.0628 -2.5869 0.1353
36 N -2.9207 -4.8776 0.3824
37 H -2.7567 -2.4316 1.0770
38 H -3.2764 -1.7971 -0.4470
39 H -3.0257 -5.7973 -0.0059
40 H -2.6114 -4.7819 1.3308
41 C 2.7903 0.5476 4.1518
42 O 2.3658 0.2914 3.0283
43 N 2.8272 1.8151 4.6468
44 N 3.2553 -0.4159 4.9884
45 H 3.1686 2.0456 5.5614
46 H 2.4867 2.5512 4.0562
47 H 3.2402 -1.3623 4.6541
48 H 3.6055 -0.2314 5.9100

Net charge   +1
Total energy   -1152.06275 a.u.
Strongest force on any atom   2.83 eV/A

(3)
Molecular formula: C9H27BiClIOP2
Method: DFT, the ωB97M-V functional and the def2-TZVPD basis

Element x y z (Å)
1 C -1.5390 0.0099 -5.2535
2 I -1.9867 0.2680 -3.1130
3 H -0.4589 0.0920 -5.3925
4 H -2.0768 0.8045 -5.7845
5 H -1.9132 -0.9749 -5.5492
6 Bi -0.1275 -0.0726 -0.6365
7 P 0.1287 2.6639 -0.4076
8 C -1.4436 3.5626 -0.2131
9 C 1.1366 3.2260 1.0034
10 H 1.2839 4.3122 0.9208
11 H 0.9593 4.4952 -1.7654
12 H 2.1106 2.7239 0.9801
13 H 1.9374 3.0003 -1.9756
14 H -1.9145 3.2976 0.7451
15 H 0.6345 2.9988 1.9541
16 C 0.9183 3.4009 -1.8770
17 H -1.2482 4.6460 -0.2297
18 H 0.3370 3.1488 -2.7764
19 H -2.1252 3.3017 -1.0344
20 P 0.1400 -2.7299 -0.0255
21 C -1.4170 -3.6108 0.3150
22 C 0.9501 -3.6305 -1.3834
23 H 2.1376 -2.5691 1.3380
24 H 1.3245 -4.1588 1.5118
25 H 0.6746 -2.7172 2.3607
26 C 1.1689 -3.0720 1.4443
27 H 1.9580 -3.2200 -1.5366
28 H 1.0162 -4.6983 -1.1257
29 H -1.2120 -4.6902 0.3917
30 H -2.1283 -3.4377 -0.5050
31 H 0.3631 -3.5083 -2.3063
32 H -1.8652 -3.2545 1.2546
33 Cl 2.3648 -0.0157 -0.2150
34 C -0.8204 -0.5357 4.2587
35 C -0.2200 0.1433 3.0552
36 O -1.0132 -0.2312 1.8825
37 H -1.7770 -0.0703 4.5002
38 H -0.2059 -0.3965 5.1469
39 H -0.9651 -1.6061 4.0596
40 H -0.2130 1.2435 3.1495
41 H 0.7970 -0.1910 2.8328
42 H -1.9291 0.0364 2.0798

Net charge   +2
Total energy   -2089.00908 a.u.
Strongest force on any atom   1.56 eV/A

(4)
Molecular formula: C9H27F2NaO12P3
Method: DFT, the ωB97M-V functional and the def2-TZVPD basis

Element x y z (Å)
1 Na -0.7405 -0.6246 -1.7073
2 F -3.1606 -0.2026 -1.6374
3 F -0.8693 -2.8024 -2.8095
4 C -2.4224 3.0217 -3.0980
5 O -1.1228 3.6019 -3.5682
6 P 0.1716 2.6331 -3.9183
7 O 0.2178 1.4258 -3.0185
8 O 0.2162 2.3776 -5.4950
9 C 1.2931 1.9455 -6.2565
10 O 1.3746 3.7147 -3.7172
11 C 1.5311 4.4187 -2.3447
12 H -3.3080 3.2300 -3.6984
13 H -2.7368 3.2951 -2.0908
14 H -2.4846 1.9350 -3.1550
15 H 1.3311 0.8562 -6.2657
16 H 2.1986 2.2785 -5.7492
17 H 1.3051 2.2875 -7.2914
18 H 1.9748 5.3717 -2.6330
19 H 1.9269 3.7336 -1.5950
20 H 0.5216 4.6982 -2.0432
21 C 1.9573 3.4907 2.1496
22 O 1.7001 2.5498 1.1594
23 P 0.3370 1.6491 1.2334
24 O 0.3000 0.6903 0.0732
25 O 0.4112 0.9819 2.6802
26 C 0.1710 -0.3823 2.9393
27 O -0.8826 2.6740 1.4848
28 C -2.0978 2.6205 0.7302
29 H 2.9953 3.4281 2.4763
30 H 1.1826 3.5221 2.9157
31 H 1.8094 4.4077 1.5793
32 H 1.0814 -0.7927 3.3761
33 H -0.1277 -0.9887 2.0842
34 H -0.5616 -0.3591 3.7460
35 H -3.0364 2.3523 1.2151
36 H -2.0222 1.9926 -0.1576
37 H -2.2092 3.6335 0.3435
38 C 0.2505 -3.5658 5.0697
39 O -0.1066 -3.5392 3.7468
40 P 0.8515 -4.3592 2.6908
41 O 2.3133 -4.3857 2.9355
42 O 0.0507 -5.7232 2.6647
43 C 0.0036 -6.6957 1.6905
44 O 0.5186 -3.6521 1.2923
45 C -0.6188 -3.7568 0.5317
46 H 1.1423 -4.1670 5.2463
47 H -0.4802 -3.8489 5.8274
48 H 0.6288 -2.5866 5.3632
49 H 0.3831 -7.6656 2.0120
50 H 0.6404 -6.5125 0.8249
51 H -0.9398 -6.9155 1.1908
52 H -1.4433 -4.0957 1.1589
53 H -0.4282 -4.3904 -0.3345
54 H -0.9915 -2.8053 0.1523

Net charge   -1
Total energy   -2648.38608 a.u.
Energy above the lowest of the compared OMol25 structures with the same formula, charge and spin   215.2 kJ/mol
Strongest force on any atom   3.53 eV/A

(5)
Molecular formula: C9H28BN2O3P
Method: DFT, the ωB97M-V functional and the def2-TZVPD basis

Element x y z (Å)
1 C 4.3626 1.0026 -0.9700
2 B 3.1801 1.2985 -1.9606
3 O 2.8784 0.5129 -3.0175
4 P 2.0119 2.7935 -1.6230
5 N 2.9759 3.7883 -2.8272
6 C 0.9635 1.8220 -0.2837
7 C -0.5594 1.8182 -0.4806
8 C -1.1373 0.5416 -1.1184
9 C -1.7358 0.7063 -2.5143
10 O -0.9303 1.4696 -3.4054
11 H 3.9479 0.5030 -0.0886
12 H 5.1217 0.3432 -1.3952
13 H 4.8295 1.9258 -0.6289
14 H 3.5083 -0.2037 -3.1229
15 H 2.3801 3.7305 -0.6361
16 H 0.8290 3.0168 -2.3505
17 H 3.2881 4.6865 -2.4786
18 H 2.4897 3.9337 -3.7045
19 H 1.2088 2.2127 0.7076
20 H 1.2996 0.7775 -0.2762
21 H -0.8607 2.6974 -1.0648
22 H -1.0317 1.9499 0.4956
23 H -1.9305 0.1589 -0.4735
24 H -0.3669 -0.2304 -1.1672
25 H -2.7444 1.1273 -2.4550
26 H -1.8323 -0.2775 -2.9760
27 H -1.1263 2.3969 -3.2779
28 C -3.4837 -1.8497 1.5288
29 O -2.1557 -1.3737 1.6213
30 C -1.5351 -1.5258 2.8821
31 C -0.8985 -2.8995 3.1186
32 C -1.9029 -4.0149 3.3863
33 N -0.0090 -3.3052 2.0284
34 H -4.0246 -1.6997 2.4682
35 H -3.5241 -2.9082 1.2601
36 H -3.9799 -1.2787 0.7441
37 H -0.7414 -0.7744 2.9046
38 H -2.2467 -1.2811 3.6826
39 H -0.2795 -2.7914 4.0150
40 H -2.3926 -4.3397 2.4678
41 H -1.3930 -4.8825 3.8029
42 H -2.6730 -3.6970 4.0916
43 H 0.7475 -2.6347 1.9346
44 H -0.5271 -3.2455 1.1562

Net charge   0
Total energy   -1061.09195 a.u.
SMILES   CB(O)[PH2](N)CCCCO.COC[C@@H](C)N
Energy above the lowest of the compared OMol25 structures with the same formula, charge and spin   0.0 kJ/mol
Strongest force on any atom   0.35 eV/A